1.
The following is a quantum chemistry calculation of an isolated molecule of C5H10O2, from the OMol25 dataset.

```
! wB97M-V def2-TZVPD RIJCOSX def2/J DEFGRID3
* xyz 0 1
C 2.16305 0.46423 -0.40728
O 1.08831 0.61657 0.50184
C 0.39618 -0.58400 0.71042
C -0.75648 -0.56359 1.64597
C -0.99576 -0.77043 0.16234
C -1.67093 0.33925 -0.64178
O -0.81634 1.02576 -1.53209
H 1.80784 0.09832 -1.37651
H 2.90257 -0.23828 -0.00328
H 2.62184 1.45002 -0.52295
H 1.04452 -1.45845 0.73048
H -0.89244 -1.38533 2.34531
H -1.02481 0.41711 2.03204
H -1.24157 -1.78447 -0.15040
H -2.45982 -0.09469 -1.26308
H -2.15662 1.04704 0.04481
H -0.11763 1.40059 -0.98002
*
```

energy	-346.92815	hartree
strongest force on any atom	0.4	eV Å⁻¹
SMILES	CO[C@H]1C[C@H]1CO

Atom charges from the Löwdin analysis, given in e for atoms 1 to 4: atom 1 (C): -0.093, atom 2 (O): -0.160, atom 3 (C): -0.313, atom 4 (C): -0.050



2.
The following is a quantum chemistry calculation of a structure of composition C11H23INO2P2W at a distorted geometry, from the OMol25 dataset.

```
! wB97M-V def2-TZVPD RIJCOSX def2/J DEFGRID3
* xyz 3 3
W 1.16253 0.01801 1.19780
P 1.60127 -1.74859 -0.20767
C -0.00300 -2.15882 -0.84965
C -1.09886 -1.64923 -0.15967
N -0.83742 -0.61963 0.75159
C -1.86509 0.11006 1.22194
C -3.18633 -0.29224 1.08081
C -3.45656 -1.40894 0.28001
C -2.43785 -2.06200 -0.38418
C -1.46638 1.31830 2.01167
P 0.10727 2.07856 1.37753
H -2.57175 -2.92577 -1.04343
H -3.93456 0.26855 1.64023
H -4.46437 -1.77883 0.21376
H -2.23578 2.10658 1.95357
H -1.33125 1.06170 3.07578
H -0.62925 -1.08857 -3.31545
H -0.13283 -2.94690 -1.59931
H 0.63757 1.50379 -3.36256
O -0.49566 -0.35479 -3.95392
H -0.79341 -0.70092 -4.81640
H 1.54619 0.74112 -0.31077
O 1.34290 2.10929 -3.05507
H 0.99792 2.55229 -2.24971
C -0.49500 3.24294 0.14204
H -1.22869 3.96679 0.54301
H 0.40130 3.78650 -0.18575
H -0.94371 2.71838 -0.71378
C 0.52400 3.14250 2.77162
H 1.40324 3.69918 2.42598
H -0.29233 3.83564 3.04325
H 0.77945 2.51163 3.63024
C 2.05323 -3.23394 0.74601
H 1.99842 -4.09707 0.06351
H 3.06975 -3.13094 1.14700
H 1.33510 -3.38057 1.56265
C 2.72759 -1.81537 -1.60379
H 3.75368 -1.78072 -1.21370
H 2.56522 -2.76317 -2.13965
H 2.53280 -0.96072 -2.26439
I 3.36063 0.12591 2.54884
*
```

energy	-1684.53238	hartree
strongest force on any atom	4.4	eV Å⁻¹

Atom charges from the Löwdin analysis, given in e for atoms 1 to 4: atom 1 (W): 0.697, atom 2 (P): 0.672, atom 3 (C): -0.123, atom 4 (C): -0.301



3.
The following is a quantum chemistry calculation of a cluster of 6 separate species, C23H46BrIO16PS in total, from the OMol25 dataset.

```
! wB97M-V def2-TZVPD RIJCOSX def2/J DEFGRID3
* xyz 1 1
C 9.32805 -1.18884 4.71138
C 9.26039 -0.71693 3.26549
S 7.57714 -0.30093 2.70252
C 7.20237 -1.71474 1.64165
P 6.81885 -3.20288 2.60161
C 6.36168 -4.54256 1.47227
C 6.48204 -5.87103 2.17754
O 7.11547 -6.02481 3.17986
Br 5.60781 -7.33047 1.31027
C 5.70809 -2.92858 3.99267
C 4.20818 -2.80256 3.74062
C 3.80396 -1.77806 2.68422
I 3.29955 -4.71565 3.37486
H 10.36406 -1.42995 4.95780
H 8.98745 -0.41371 5.39434
H 8.74505 -2.09627 4.88108
H 9.70765 -1.44024 2.58219
H 9.81993 0.21086 3.15247
H 8.08184 -1.95626 1.03778
H 6.39574 -1.47219 0.95372
H 8.03165 -3.59144 3.15834
H 5.36842 -4.39391 1.05100
H 7.09126 -4.53339 0.65610
H 5.91656 -3.71272 4.72448
H 6.06390 -1.98695 4.42848
H 3.77659 -2.50341 4.69397
H 2.79404 -1.97568 2.32727
H 4.45099 -1.78851 1.80869
H 3.79090 -0.77797 3.12160
C 1.59477 -7.77612 1.76780
O 0.68169 -6.95628 1.04159
C -0.51291 -7.51703 0.81830
O -0.84508 -8.61576 1.16513
O -1.25167 -6.63317 0.15563
C -2.58081 -7.07874 -0.15072
H 2.48903 -7.16512 1.86570
H 1.19870 -8.02418 2.75138
H 1.82452 -8.69074 1.22416
H -3.13127 -7.28900 0.76324
H -2.54942 -7.96677 -0.77777
H -3.05309 -6.26247 -0.68858
C -2.40920 0.37352 -2.51802
O -2.14284 -0.98162 -2.90138
C -1.66883 -1.74973 -1.92841
O -1.43711 -1.40400 -0.79834
O -1.48444 -2.97738 -2.41553
C -0.99760 -3.91968 -1.45704
H -2.78921 0.87237 -3.40323
H -3.16186 0.40913 -1.73379
H -1.49717 0.86032 -2.17780
H -1.70502 -4.03908 -0.64093
H -0.03586 -3.59930 -1.06021
H -0.88074 -4.86100 -1.98338
C -7.17652 1.45503 -4.10005
O -7.12391 2.77358 -3.54583
C -5.89736 3.20540 -3.26574
O -4.87754 2.58761 -3.43704
O -5.99096 4.43337 -2.76713
C -4.74177 5.02082 -2.39196
H -8.22773 1.24777 -4.27298
H -6.63034 1.41307 -5.03998
H -6.76459 0.72952 -3.40150
H -4.08057 5.10309 -3.25159
H -4.26272 4.43653 -1.60854
H -4.97190 6.01319 -2.01729
C -8.41944 4.43381 -0.14585
O -8.11698 5.71478 0.41398
C -7.58347 5.66904 1.63167
O -7.33703 4.67232 2.25857
O -7.36514 6.91874 2.03825
C -6.79845 7.02094 3.34673
H -8.83126 4.62553 -1.13161
H -7.51585 3.83507 -0.23997
H -9.15080 3.90992 0.46643
H -5.82992 6.52622 3.38494
H -7.46360 6.58271 4.08789
H -6.68035 8.08316 3.53701
C 1.05238 8.30263 -3.33866
O -0.25751 7.75487 -3.51110
C -0.33187 6.79225 -4.42794
O 0.58409 6.36486 -5.07843
O -1.59787 6.38288 -4.49842
C -1.82718 5.34886 -5.45991
H 0.95677 9.06480 -2.57165
H 1.74965 7.53288 -3.01401
H 1.40518 8.75042 -4.26522
H -1.24484 4.46248 -5.21645
H -1.57882 5.69029 -6.46244
H -2.88596 5.11320 -5.40619
*
```

energy	-5718.86092	hartree
strongest force on any atom	1.0	eV Å⁻¹

Atom charges from the Löwdin analysis, given in e for atoms 1 to 4: atom 1 (C): -0.153, atom 2 (C): -0.520, atom 3 (S): 0.866, atom 4 (C): -0.618



4.
The following is a quantum chemistry calculation of a structure of composition C6H9N, from the OMol25 dataset.

```
! wB97M-V def2-TZVPD RIJCOSX def2/J DEFGRID3
* xyz 0 1
C 2.29263 -0.00539 -0.25075
N 1.08257 -0.51323 -0.16427
C 0.39277 -1.38941 0.59284
C -1.44818 0.40472 0.76554
C -0.74095 1.20498 -0.35501
C -0.13138 -0.09364 -0.89995
C -0.94858 -0.93448 0.11311
H 3.04409 -0.31743 0.46191
H -1.02798 0.55995 1.76265
H 2.50206 0.69545 -1.04566
H 0.76354 -1.82260 1.51569
H -2.53120 0.54754 0.81315
H -0.02367 1.97770 -0.06546
H -1.45016 1.62498 -1.07474
H -0.06690 -0.28400 -1.97275
H -1.70868 -1.65514 -0.19629
*
```

energy	-288.64046	hartree
strongest force on any atom	0.3	eV Å⁻¹

Atom charges from the Löwdin analysis, given in e for atoms 1 to 4: atom 1 (C): -0.009, atom 2 (N): -0.180, atom 3 (C): -0.065, atom 4 (C): -0.122



5.
The following is a quantum chemistry calculation of a cluster of 21 separate species, H42O21 in total at a distorted geometry, from the OMol25 dataset.

```
! wB97M-V def2-TZVPD RIJCOSX def2/J DEFGRID3
* xyz 0 1
O 1.20565 -3.42800 0.41313
H 0.48857 -3.48615 1.11083
H 1.86247 -3.07073 1.06032
O 0.83007 -0.78821 -0.46506
H 1.47739 -0.34015 0.15412
H 0.85181 -1.76470 -0.24282
O 0.89591 0.22453 -3.02876
H -0.07277 0.16740 -3.20006
H 1.03697 -0.22067 -2.18673
O -0.01236 2.36373 -0.20060
H 0.50863 2.56175 -1.02336
H -0.67127 3.05485 -0.08168
O 2.70624 0.02340 1.11289
H 3.37990 0.26124 0.46016
H 2.47071 0.92263 1.43191
O 3.84568 4.19616 -0.05230
H 4.37262 4.88051 0.38049
H 3.38779 3.79202 0.70518
O 1.37533 2.75858 -2.47691
H 1.50275 1.82941 -2.76315
H 2.26809 2.99001 -2.21230
O -3.40014 1.80560 -3.85352
H -3.17641 0.85662 -3.88822
H -2.59832 2.27195 -4.09358
O -1.10440 -3.23239 1.52369
H -1.79542 -3.14838 0.80305
H -1.31168 -4.09689 1.89160
O -2.84924 -3.15846 -0.34170
H -2.39979 -3.39976 -1.17967
H -3.44138 -2.38484 -0.57902
O -3.42439 -0.59468 -0.44338
H -2.64544 -0.22350 0.04294
H -3.91899 0.17757 -0.73419
O 0.72293 0.34945 4.61252
H 1.12585 -0.48945 4.85857
H 0.03061 0.13979 3.88830
O -1.33494 -2.98844 -2.81252
H -0.51459 -3.50496 -2.55577
H -1.30480 -3.04318 -3.77850
O -3.28428 2.26773 -1.25659
H -3.83086 3.06235 -1.34519
H -3.27660 1.99418 -2.21904
O 2.91945 -2.55807 2.42016
H 2.16762 -2.32398 2.98054
H 3.19307 -1.65133 2.16629
O -1.18500 0.44446 0.60482
H -1.07047 1.36955 0.29930
H -0.42778 -0.14632 0.21618
O 1.12076 -3.89545 -2.26423
H 1.13967 -4.02049 -1.27893
H 1.61405 -3.06254 -2.25021
O -1.21016 -0.31900 3.04055
H -1.09887 0.03370 2.09046
H -1.23430 -1.24073 2.72982
O 1.82630 3.86568 1.78124
H 1.73469 3.54442 2.73077
H 0.95782 3.98007 1.35593
O 1.84899 2.72469 4.23002
H 1.25585 3.45947 4.44969
H 1.44082 1.83952 4.44348
O -1.60762 -0.31345 -2.73908
H -1.49871 -1.28787 -2.58592
H -1.86406 -0.03026 -1.85595
*
```

energy	-1605.30376	hartree
strongest force on any atom	1.9	eV Å⁻¹

Atom charges from the Löwdin analysis, given in e for atoms 1 to 4: atom 1 (O): -0.113, atom 2 (H): 0.032, atom 3 (H): 0.027, atom 4 (O): -0.082



6.
The following is a quantum chemistry calculation of a cluster of 2 separate species, C6H12O in total, from the OMol25 dataset.

```
! wB97M-V def2-TZVPD RIJCOSX def2/J DEFGRID3
* xyz 0 1
C -0.98932 0.72869 -1.29668
C 0.20333 0.22280 -0.53196
O -2.53801 -0.23025 1.29594
C 1.04471 -0.90824 -1.03437
C 0.45137 -1.01961 0.33686
C 1.30078 -0.19712 1.30704
C 1.00311 1.07071 0.45891
H -1.53704 -0.09310 -1.77362
H -0.65743 1.40195 -2.09593
H -1.68389 1.27623 -0.65126
H -2.94810 -0.55477 0.48546
H 0.56867 -1.52087 -1.79756
H 2.12360 -0.80143 -1.15194
H -1.59267 -0.28795 1.10362
H -0.20969 -1.84127 0.60602
H 2.35175 -0.50251 1.36661
H 0.89552 -0.13671 2.32040
H 1.85638 1.62414 0.05146
H 0.35696 1.76928 1.00101
*
```

energy	-310.99500	hartree
strongest force on any atom	0.3	eV Å⁻¹
SMILES	C[C@@]12CC[C@@H]1C2.O

Atom charges from the Löwdin analysis, given in e for atoms 1 to 4: atom 1 (C): -0.043, atom 2 (C): -0.442, atom 3 (O): -0.057, atom 4 (C): -0.063



> What is the energy in the second record?

-1684.53238 hartree



> Which formula does entry 2 have?

C11H23INO2P2W